# 1
128
Properties=species:S:1:pos:R:3:forces:R:3 method="wB97M-V/def2-TZVPD" spin_multiplicity=2 molar_mass_g_mol=739.1 s_squared=0.755 e_tot_ev=-76159.9000 homo_ev="-8.3 / -8.3" gap_ev="8.65 / 3.51"
O -2.312318 2.410368 -0.350909 -3.327 -0.407 1.101
H -1.959018 3.150638 -0.849689 1.742 2.272 -1.989
H -2.819538 1.835358 -0.928579 -0.268 -0.420 -0.375
H -1.587868 1.877048 -0.015719 1.467 -1.171 0.769
S 0.281132 0.845948 0.062791 3.538 0.810 -2.853
O 0.194172 2.269538 0.441511 -0.796 -0.357 0.633
O -1.035028 0.264698 -0.070159 -2.351 -0.368 1.050
O 0.934042 0.787858 -1.264549 -0.188 -0.199 0.130
O 1.115972 0.060118 0.961521 0.567 -0.841 2.040
C -3.732308 -0.270962 2.097561 -1.501 0.878 -0.473
C -3.021548 -1.255602 2.957481 0.032 -1.160 -1.096
C -3.970408 -2.463852 3.387721 1.064 1.050 -0.506
O -5.152368 -2.072472 4.068971 -0.890 -1.045 -0.520
C -5.927418 -3.257022 4.455981 1.856 0.314 1.596
N -1.910898 -1.815042 2.069861 -0.193 -0.257 1.770
H -4.670948 0.091628 2.516601 -0.138 -0.074 0.218
H -3.975538 -0.745022 1.146661 -0.118 0.026 -0.122
H -3.159188 0.626008 1.862891 0.379 -0.143 0.104
H -2.613988 -0.707032 3.806641 0.240 -0.520 0.213
H -3.390238 -3.173642 3.977381 0.114 -0.056 0.266
H -4.209618 -2.969282 2.452091 -0.214 -0.135 -0.165
H -6.228548 -4.029502 3.748381 -0.224 0.825 -0.907
H -6.707068 -3.003112 5.174161 -0.266 0.512 -0.674
H -5.238658 -3.813902 5.091281 0.231 -0.330 0.232
H -2.312718 -2.309932 1.286451 -0.395 -0.377 0.154
H -1.448818 -1.059572 1.584211 0.210 0.539 0.171
C 2.594882 2.013958 -4.441169 0.498 -0.479 -0.392
C 1.114062 2.072558 -4.808689 1.022 0.266 0.404
C 0.829132 0.882388 -5.760229 -0.800 -1.424 0.258
O -0.017688 -0.219382 -5.292849 0.485 1.575 -0.079
C 0.540152 -1.167822 -4.402609 -1.251 -0.382 -1.140
N 0.282532 2.170388 -3.601869 -0.300 -0.130 -1.601
H 2.786302 1.038498 -3.994029 0.191 0.081 0.509
H 3.034682 2.822808 -3.857699 -0.575 -0.032 0.405
H 3.200972 2.011298 -5.347119 -0.089 -0.007 -0.304
H 1.023012 2.975828 -5.411959 -0.505 0.172 -0.023
H 1.787792 0.451428 -6.048939 0.109 -0.076 -0.218
H 0.295152 1.187288 -6.660229 0.114 0.225 0.052
H 0.616032 -0.793192 -3.381829 0.817 0.064 -0.055
H 1.365802 -1.694392 -4.881289 0.774 0.458 0.488
H -0.219458 -1.949352 -4.419879 -0.205 -0.127 0.426
H 0.620892 1.576638 -2.858189 0.538 -0.074 0.453
H -0.561668 1.689038 -3.877059 -0.730 0.053 0.155
C 2.217512 -3.034652 -1.642619 0.298 -0.669 -1.359
C 3.531802 -2.269562 -1.747359 -1.952 2.305 -0.290
C 4.005932 -2.072712 -3.273699 -0.513 -1.093 1.106
O 4.179752 -3.375282 -3.846489 0.261 0.188 0.206
C 5.511802 -3.812882 -3.760529 0.031 -0.893 -0.276
N 3.224472 -0.928712 -1.127999 1.993 -0.871 -0.056
H 1.502142 -2.518742 -2.283069 -0.103 -0.322 -0.196
H 1.722022 -3.088972 -0.673269 0.557 0.169 0.333
H 2.433092 -4.041892 -1.999129 -0.641 -0.289 -0.181
H 4.220992 -2.823862 -1.110289 0.799 0.417 -0.413
H 4.873692 -1.423522 -3.390549 0.526 -0.307 0.520
H 3.308492 -1.590902 -3.958929 -0.749 0.052 0.746
H 6.090492 -3.321232 -4.542519 0.516 0.311 0.429
H 5.598762 -4.879732 -3.966399 -0.583 -0.155 -0.403
H 5.913502 -3.791192 -2.747479 0.247 0.858 0.091
H 3.026642 -1.121302 -0.156459 -0.028 0.256 0.211
H 2.361972 -0.511802 -1.447959 -0.235 0.039 -0.419
C 1.691862 -2.841142 3.232741 -1.514 0.556 -1.353
C 2.917452 -1.965332 3.449721 1.781 -0.394 1.089
C 4.183642 -2.368772 2.573661 0.446 -1.328 0.378
O 4.592792 -3.750142 2.514971 -1.182 0.685 0.007
C 3.907002 -4.553742 1.535521 0.105 0.258 -0.003
N 2.626712 -0.598892 3.158191 -2.065 -1.886 0.420
H 0.765632 -2.309252 3.450241 -0.024 0.207 0.403
H 1.597152 -3.791692 3.757701 0.834 0.117 0.060
H 1.574242 -2.969702 2.156761 0.055 -0.401 -0.087
H 3.183822 -1.950512 4.506571 0.303 -0.484 0.004
H 5.008712 -1.901802 3.111541 0.084 0.280 -0.535
H 4.035222 -2.004522 1.557101 0.086 0.294 -0.015
H 4.405322 -5.519862 1.455551 -0.004 0.078 0.449
H 3.965622 -4.127772 0.533921 0.046 0.391 -0.012
H 2.851362 -4.680042 1.775871 0.126 -0.191 0.080
H 2.141002 -0.138552 3.914671 0.583 1.403 1.039
H 1.945692 -0.529482 2.415561 -0.049 0.994 -2.363
C -1.266678 -3.581482 -1.566769 -0.371 -1.622 1.004
C -2.420708 -2.747882 -2.067729 2.453 0.030 -1.629
C -3.663098 -2.767652 -1.272369 -1.242 -0.947 0.799
O -4.125428 -4.084852 -1.085609 -0.662 -1.601 0.269
C -5.250388 -4.224852 -0.205139 0.260 0.678 -0.802
N -1.911868 -1.404032 -2.116259 -0.281 2.056 0.080
H -0.401098 -3.656272 -2.224999 -0.269 0.433 -0.266
H -1.568668 -4.611872 -1.379159 -0.046 -0.202 0.132
H -0.926978 -3.162212 -0.619709 0.152 -0.004 0.197
H -2.573118 -3.033362 -3.108579 -0.620 -0.224 -0.062
H -4.488488 -2.255242 -1.766619 0.249 0.849 0.099
H -3.442628 -2.406352 -0.267909 -0.143 0.794 0.049
H -5.565428 -5.265492 -0.128259 0.743 -0.094 0.236
H -6.158638 -3.748222 -0.573939 -0.005 0.495 -0.472
H -5.043588 -3.732472 0.745071 0.094 -0.381 0.299
H -1.636448 -1.071532 -1.203199 -0.740 0.031 0.653
H -0.978338 -1.323622 -2.493279 -0.158 -0.533 -0.910
C -2.110348 5.722388 -2.787189 0.658 0.215 -0.310
C -0.896558 5.479388 -1.880129 -1.863 0.641 -1.042
C -1.177868 6.164948 -0.553679 1.662 0.251 -1.011
O -1.059598 7.583838 -0.749759 -0.003 -2.394 -1.344
C -1.325758 8.360308 0.344701 -0.549 0.881 0.282
N -0.802378 4.046188 -1.740139 0.217 0.389 1.245
H -1.981818 5.162318 -3.713419 0.064 0.248 -0.242
H -2.166538 6.795578 -2.969429 -0.389 -0.094 -0.240
H -3.030038 5.332738 -2.350809 -0.037 0.188 0.302
H -0.017818 5.874538 -2.389819 0.198 0.305 0.290
H -0.354258 5.852888 0.088491 -0.241 -0.061 0.788
H -2.148368 5.764948 -0.260039 -0.245 0.537 0.629
H -1.184078 7.827438 1.284961 0.264 0.173 0.186
H -2.360418 8.696138 0.275421 -0.275 0.179 0.403
H -0.683218 9.231618 0.217961 0.017 0.108 0.626
H -0.400598 3.712148 -2.604479 -0.167 -0.900 -0.599
H -0.040188 3.875658 -1.099749 0.323 -0.518 0.507
C 2.014322 3.812568 4.528251 1.075 -0.899 -0.596
C 1.476072 3.017948 3.263971 0.025 0.727 3.417
C 0.303132 2.164698 3.739021 -0.733 0.210 0.386
O 0.751792 1.252558 4.734581 1.486 -0.438 -0.809
C -0.198578 0.271758 5.060241 0.869 0.255 0.444
N 1.154732 4.047398 2.346091 -0.699 -0.272 -1.328
H 2.552532 3.203818 5.254781 0.066 -0.167 -0.130
H 1.286212 4.365028 5.122171 -0.606 -0.192 -0.441
H 2.703872 4.554078 4.124771 0.163 -0.002 0.114
H 2.179882 2.305788 2.833181 0.512 0.308 -0.009
H -0.243348 1.653098 2.946741 0.359 -0.287 -0.363
H -0.452778 2.779318 4.227841 -0.167 0.537 0.049
H 0.294672 -0.378962 5.782311 -0.273 0.165 0.525
H -0.384658 -0.402582 4.224341 -0.830 0.342 -0.365
H -1.008828 0.857698 5.494141 -0.787 -0.928 -0.069
H 0.644192 4.811208 2.765661 -0.066 -0.035 0.327
H 0.538062 3.545828 1.722991 -0.144 0.672 -1.019

***

# 2
40
Properties=species:S:1:pos:R:3:forces:R:3 method="wB97M-V/def2-TZVPD" molar_mass_g_mol=395.2 e_tot_ev=-109754.7085 charge=-1 homo_ev=-3.9 gap_ev=5.94
N 3.841682 -1.959587 0.358768 0.346 0.018 -0.577
C 3.780187 -0.578958 -0.123616 -0.597 0.158 0.580
C 3.349576 0.479866 0.926432 0.278 0.364 -1.044
C 2.198747 1.349115 0.418054 -0.364 -0.708 0.688
C 0.862303 0.655405 0.719823 0.056 0.356 -0.061
C -0.292562 1.217838 -0.130368 0.304 -0.364 0.201
C -1.202654 0.199130 -0.787124 0.185 0.538 -0.549
C -0.533627 -0.506759 -1.976986 0.540 -0.420 0.746
C 0.469843 -1.619890 -1.740858 1.315 -0.381 -1.367
O 1.319313 -1.853573 -2.590077 -1.100 0.303 1.015
O -2.240401 1.045291 -1.446904 -0.572 -0.097 0.073
S -3.525478 0.184403 -1.774061 -0.220 0.314 -0.834
O -3.492233 -0.281452 -3.117823 0.237 -0.381 0.163
O -4.712785 0.851968 -1.369788 0.261 0.175 0.518
O -3.180593 -1.011424 -0.772308 -0.025 -0.805 -0.092
C -2.137760 -0.616713 0.125680 -0.403 1.166 0.807
Br -1.338417 -2.102455 1.068482 -0.162 -0.288 -0.458
C -2.774426 0.276956 1.212757 -0.057 -0.339 0.284
C -3.635243 -0.433725 2.246312 -0.254 0.668 0.115
F -4.436278 -1.412240 1.697179 -0.013 -0.267 -0.041
H 4.622038 -2.059598 0.989737 -0.068 -0.119 0.276
H 2.988078 -2.202951 0.836911 -0.035 -0.038 0.227
H 3.075679 -0.525184 -0.947301 -0.094 -0.195 -0.235
H 4.742242 -0.298758 -0.535062 0.220 -0.101 -0.103
H 4.198406 1.141140 1.078053 0.080 0.049 0.439
H 3.062483 -0.019755 1.849561 0.128 -0.019 0.300
H 2.229727 2.321481 0.890498 0.018 0.331 -0.196
H 2.297565 1.543576 -0.641918 0.212 0.216 -0.178
H 0.986920 -0.424803 0.639424 -0.153 -0.160 -0.263
H 0.616558 0.844383 1.765096 -0.003 -0.237 0.237
H 0.132133 1.824327 -0.924258 0.019 0.092 -0.182
H -0.890707 1.889008 0.471579 -0.174 0.196 0.005
H 0.020947 0.260075 -2.505512 0.014 0.173 -0.199
H -1.266921 -0.896681 -2.676757 -0.190 -0.142 0.007
H 0.431275 -2.265933 -0.853043 -0.134 0.189 0.009
H -1.997924 0.785581 1.772795 0.242 0.027 0.062
H -3.387857 1.045617 0.756790 0.050 0.055 -0.356
H -3.060472 -0.832860 3.074032 0.192 -0.456 -0.074
H -4.304109 0.312827 2.673883 -0.074 0.098 0.069
F 3.184747 3.675312 -0.658083 -0.006 0.032 -0.014

***

# 3
92
Properties=species:S:1:pos:R:3:forces:R:3 method="wB97M-V/def2-TZVPD" molar_mass_g_mol=779.2 e_tot_ev=-63051.2740 charge=-1 homo_ev=-3.9 gap_ev=6.23
Cd 0.192714 -0.295590 0.748027 -0.104 0.026 0.041
C 1.529305 -2.964040 4.209136 -0.038 -0.001 -0.029
C 1.359544 -1.688207 3.403048 -0.102 0.010 0.079
O 0.872404 -1.867663 2.240969 0.243 -0.005 -0.026
C 1.746154 -0.492159 3.992041 0.044 0.037 -0.039
C 1.719402 0.835709 3.440043 -0.037 -0.062 -0.004
C 2.332756 1.932594 4.275352 -0.015 0.029 0.008
N 1.223431 1.111448 2.273183 -0.017 -0.067 0.075
N 1.400866 2.419956 1.835943 -0.011 0.033 -0.068
C 0.802800 2.639842 0.692759 0.051 -0.076 0.063
O 0.077635 1.830750 0.016216 -0.043 0.113 -0.042
C 1.044771 3.989966 0.080147 -0.012 -0.015 0.000
C 1.707470 5.004451 0.767223 0.032 0.018 -0.011
C 1.940641 6.227858 0.158298 -0.003 -0.015 0.022
C 1.519096 6.453300 -1.147197 -0.005 0.003 -0.020
C 0.856358 5.446935 -1.835565 0.001 0.001 -0.014
C 0.616715 4.224176 -1.223730 -0.002 -0.031 0.051
H 2.190241 -3.642913 3.665071 -0.001 0.004 0.005
H 0.557800 -3.456934 4.287497 0.008 0.007 0.009
H 1.930330 -2.789400 5.206955 0.003 0.009 0.000
H 2.143704 -0.567002 4.995603 -0.007 0.007 0.006
H 2.773400 1.524963 5.183851 0.002 0.002 0.002
H 1.573162 2.670298 4.541299 0.006 -0.002 -0.016
H 3.087017 2.468994 3.698890 0.019 -0.023 0.003
H 2.036297 4.808004 1.778873 -0.004 -0.004 0.000
H 2.453850 7.011796 0.703055 0.000 -0.003 -0.001
H 1.702714 7.410154 -1.621571 0.002 -0.003 -0.001
H 0.521539 5.615056 -2.852845 -0.001 0.004 0.002
H 0.095478 3.425930 -1.737470 -0.001 0.017 -0.007
C -0.012196 0.916789 -4.098171 0.004 0.016 0.003
C -0.169243 0.084707 -2.976003 0.006 0.035 -0.021
N 0.725963 -0.015520 -2.020751 -0.027 -0.058 -0.087
C 1.860014 0.701243 -2.136629 0.020 -0.004 0.084
C 2.118068 1.554872 -3.218390 0.013 0.002 0.000
C 1.131779 1.657542 -4.214970 -0.019 -0.025 0.005
C 3.350873 2.287350 -3.279453 0.019 0.006 0.010
C 4.284858 2.152145 -2.317289 -0.009 0.006 -0.013
C 4.064702 1.281169 -1.198466 0.004 0.012 0.011
C 5.012075 1.110324 -0.175485 -0.021 -0.014 0.014
C 4.727990 0.278208 0.874788 -0.003 0.014 -0.012
C 3.479667 -0.358797 0.909067 0.024 0.015 0.021
N 2.579892 -0.216564 -0.038713 0.046 -0.031 -0.032
C 2.858121 0.574054 -1.089594 -0.034 0.011 -0.034
H -0.797565 0.957778 -4.841133 0.005 0.013 -0.004
H -1.070158 -0.505289 -2.866091 0.030 0.000 -0.005
H 1.292932 2.317797 -5.059774 0.003 0.003 0.002
H 3.511849 2.954731 -4.118112 -0.003 0.000 0.004
H 5.215188 2.706045 -2.362937 -0.005 0.002 -0.006
H 5.952563 1.647129 -0.226753 -0.001 0.002 -0.002
H 5.426680 0.127396 1.686293 0.003 0.008 -0.003
H 3.193237 -0.972180 1.755658 -0.005 -0.019 -0.019
C -3.027883 1.276497 -1.201726 -0.012 0.038 -0.017
C -3.748361 -0.033909 -0.871340 -0.034 0.017 -0.050
C -5.238324 0.077437 -1.193514 -0.008 0.007 -0.002
C -3.069125 -1.192341 -1.579649 0.031 0.012 0.028
C -3.424182 -1.510687 -2.884915 0.008 0.028 0.045
C -2.754501 -2.503719 -3.582920 -0.018 -0.018 -0.039
C -1.747601 -3.208780 -2.949788 0.008 -0.001 0.017
C -1.374283 -2.944569 -1.630650 -0.029 0.026 -0.015
C -0.298537 -3.848287 -1.041369 -0.009 -0.026 -0.013
C 1.101194 -3.236492 -1.090642 0.047 0.019 0.010
C -0.591689 -4.394159 0.356347 0.030 -0.009 0.032
C -2.015170 -1.893797 -0.946604 -0.002 -0.042 0.051
N -1.621833 -1.505866 0.351809 -0.053 0.039 -0.040
C -2.448789 -1.884382 1.365834 -0.034 0.034 0.052
C -3.466998 -2.857246 1.257996 -0.001 -0.002 -0.001
C -4.257666 -3.230984 2.336233 0.002 -0.006 -0.018
C -4.090777 -2.656509 3.585477 0.010 0.022 0.018
C -3.122032 -1.664246 3.725183 0.020 0.013 -0.017
C -2.358270 -1.298177 2.646666 0.021 0.003 -0.011
F -1.482337 -0.269738 2.817422 -0.049 -0.030 -0.021
H -3.485291 2.113460 -0.666688 -0.007 -0.017 -0.004
H -3.100280 1.485650 -2.275091 0.011 -0.007 0.004
H -1.973646 1.253035 -0.923258 -0.027 -0.014 0.001
H -3.665473 -0.196209 0.200929 0.034 -0.011 0.017
H -5.412967 0.392303 -2.225566 0.007 -0.006 -0.008
H -5.698476 0.828705 -0.548088 0.001 -0.010 0.002
H -5.754058 -0.871775 -1.034823 0.007 0.000 0.012
H -4.224572 -0.965314 -3.369967 -0.002 0.007 -0.009
H -3.027942 -2.736989 -4.605455 0.000 0.000 0.007
H -1.238025 -4.006482 -3.480544 -0.005 -0.003 -0.006
H -0.281005 -4.710913 -1.717523 0.016 -0.019 0.012
H 1.217515 -2.424790 -0.374712 -0.015 -0.047 -0.017
H 1.337625 -2.846272 -2.083106 -0.019 0.000 0.016
H 1.841652 -3.998625 -0.829947 -0.002 0.006 -0.008
H -0.481627 -3.624607 1.118927 0.010 -0.032 -0.026
H 0.124811 -5.189703 0.582066 -0.009 -0.007 -0.002
H -1.596119 -4.815839 0.421428 0.005 0.011 -0.006
H -3.622920 -3.337743 0.300042 0.020 0.022 -0.005
H -5.013237 -3.994368 2.187414 0.001 0.003 0.007
H -4.699200 -2.954091 4.429218 0.000 0.002 -0.007
H -2.954487 -1.148681 4.662696 -0.017 -0.011 0.009